{"formula": "C18H38FN2PbSSi2", "method": "ωB97M-V/def2-TZVPD", "elements": ["Pb", "C", "C", "N", "C", "C", "S", "C", "C", "N", "H", "H", "H", "H", "H", "H", "H", "H", "H", "H", "H", "H", "H", "H", "C", "C", "C", "C", "C", "H", "H", "H", "H", "H", "C", "Si", "C", "C", "C", "Si", "C", "C", "C", "H", "H", "H", "H", "H", "H", "H", "H", "H", "H", "H", "H", "H", "H", "H", "H", "H", "H", "H", "F"], "positions_angstrom": [[1.0672, 0.5421, 0.2048], [-0.6941, -2.3455, 3.0161], [-1.2975, -2.6043, 1.6178], [-0.4073, -2.2598, 0.5306], [0.5576, -3.2555, 0.1055], [1.6525, -3.6029, 1.1151], [2.7162, -2.2377, 1.6775], [2.3176, -2.1224, 3.4432], [1.2801, -1.0670, 3.8392], [0.0688, -1.1267, 3.0636], [-0.0303, -3.1671, 3.2814], [-1.5158, -2.3853, 3.7501], [-2.1962, -1.9915, 1.5104], [-1.6321, -3.6562, 1.5778], [-0.9242, -1.9340, -0.2736], [1.0331, -2.8590, -0.7909], [0.0646, -4.2142, -0.1449], [2.3101, -4.3252, 0.6277], [1.2506, -4.1036, 1.9964], [3.2533, -1.8718, 3.9464], [2.0403, -3.1166, 3.8003], [1.7160, -0.0786, 3.6725], [1.1190, -1.1762, 4.9288], [-0.4843, -0.2877, 3.1200], [2.0358, 3.2697, 0.4309], [2.9409, 2.4314, -0.2702], [3.7076, 1.7296, 0.6962], [3.2627, 2.1158, 1.9663], [2.2289, 3.0610, 1.8042], [1.3278, 3.9528, -0.0178], [3.0958, 2.4078, -1.3396], [4.4841, 1.0101, 0.4793], [3.6369, 1.7381, 2.9090], [1.6782, 3.5451, 2.5996], [1.4431, 1.1352, -3.7250], [-0.3442, 0.9575, -3.1691], [-1.3271, 2.0821, -4.3463], [-0.8542, -0.8175, -3.5722], [-0.6287, 1.3993, -1.4068], [-2.2956, 1.3056, -0.6557], [-3.2974, -0.2375, -1.1030], [-2.2439, 1.3154, 1.2440], [-3.3940, 2.7882, -1.0880], [1.5162, 0.9553, -4.8022], [2.0746, 0.4276, -3.1886], [1.8203, 2.1437, -3.5341], [-1.1420, 1.8293, -5.3943], [-1.0380, 3.1258, -4.1983], [-2.4032, 2.0102, -4.1676], [-0.4591, -1.0937, -4.5536], [-1.9362, -0.9543, -3.5975], [-0.4327, -1.5120, -2.8416], [-0.3478, 2.4623, -1.3052], [-2.7245, -1.1561, -0.9621], [-3.6345, -0.2201, -2.1401], [-4.1843, -0.2961, -0.4648], [-2.0584, 0.3127, 1.6319], [-3.2000, 1.6583, 1.6494], [-1.4621, 1.9722, 1.6356], [-3.5173, 2.8876, -2.1685], [-2.9356, 3.7111, -0.7237], [-4.3866, 2.7063, -0.6357], [1.7293, -0.9131, -1.2908]], "atomic_forces_ev_per_a": [[-0.03, -0.16, -0.03], [-0.01, -0.03, -0.02], [-0.02, 0.09, 0.03], [0.08, -0.01, 0.02], [-0.01, -0.06, 0.03], [-0.03, 0.01, -0.02], [-0.01, 0.03, 0.02], [-0.01, 0.02, 0.00], [0.01, -0.01, 0.00], [-0.02, -0.04, -0.01], [-0.01, -0.01, -0.01], [0.00, 0.01, -0.01], [0.01, 0.02, 0.00], [0.01, 0.00, 0.00], [0.03, 0.01, -0.03], [0.01, 0.01, 0.00], [0.01, 0.01, -0.01], [0.00, 0.00, -0.01], [0.00, 0.01, 0.01], [0.00, 0.00, 0.00], [0.00, 0.00, -0.02], [-0.01, -0.01, -0.01], [0.01, 0.01, 0.00], [-0.02, 0.04, 0.01], [0.00, 0.00, 0.00], [-0.02, 0.00, -0.01], [0.00, -0.01, 0.02], [0.06, -0.02, 0.00], [-0.04, 0.03, 0.00], [-0.01, 0.00, -0.01], [-0.02, -0.01, -0.02], [0.01, -0.01, 0.00], [0.00, 0.00, 0.00], [0.00, 0.00, 0.00], [-0.03, 0.15, 0.06], [-0.05, -0.14, 0.03], [-0.02, -0.07, 0.02], [0.01, 0.02, 0.04], [-0.08, 0.04, 0.00], [0.03, 0.10, -0.05], [0.02, 0.06, 0.05], [0.00, 0.06, -0.03], [0.02, -0.05, -0.03], [0.02, -0.04, 0.02], [0.01, -0.07, 0.01], [-0.01, 0.03, 0.01], [0.01, -0.01, -0.02], [0.00, 0.03, 0.01], [-0.01, -0.01, 0.00], [-0.01, -0.02, -0.02], [-0.05, 0.02, 0.00], [0.07, 0.04, 0.02], [0.07, -0.03, 0.04], [-0.01, -0.04, -0.02], [0.01, 0.01, -0.05], [0.00, 0.00, 0.00], [0.04, -0.08, 0.04], [-0.02, -0.04, 0.01], [0.01, 0.03, -0.03], [0.00, 0.01, -0.01], [0.02, 0.02, 0.00], [-0.01, -0.01, 0.01], [-0.01, 0.10, -0.03]], "lowdin_charge": [1.30, -0.22, -0.21, -0.09, -0.29, -0.46, 0.84, -0.48, -0.29, -0.10, 0.08, 0.11, 0.10, 0.11, 0.07, 0.08, 0.11, 0.06, 0.06, 0.06, 0.06, 0.10, 0.11, 0.09, -0.27, -0.29, -0.25, -0.23, -0.22, 0.08, 0.08, 0.08, 0.07, 0.07, -0.20, 0.36, -0.20, -0.18, -0.54, 0.34, -0.18, -0.20, -0.19, 0.02, 0.01, 0.02, 0.02, 0.02, 0.01, 0.02, 0.01, 0.01, -0.01, 0.01, 0.02, 0.03, -0.01, 0.02, 0.02, 0.01, 0.02, 0.02, -0.60], "total_charge": -1, "fmax_ev_per_a": 0.2, "e_homo_ev": -3.96, "total_energy_ev": -56821.9773, "molar_mass_da": 597.0, "e_above_lowest_kj_mol": 4.8, "multiplicity": 1}